Record 1
The following is a DFT calculation (ωB97M-V with the def2-TZVPD basis set) of a single H3NP2S molecule in a non-equilibrium geometry.

Atoms and positions in Å:
N1 -1.68698 0.61847 -0.71675
P1 1.50387 -1.03978 -0.29600
P2 -0.33801 0.22748 0.05856
S1 1.49724 1.15241 0.38266
H1 -1.69299 0.94806 -1.67712
H2 1.31522 -1.67977 0.97733
H3 -0.59836 -0.22685 1.27133

Output
SMILES	N=[P@H]1PS1
relative energy (zero: lowest compared OMol25 entry of this formula, charge and spin)	1.368	eV
Kohn-Sham gap	8.72	eV
HOMO	-8.968	eV
total charge	0
electronic energy	-30950.410	eV
E_LUMO	-0.243	eV


Record 2
The following is a DFT calculation (ωB97M-V with the def2-TZVPD basis set) of 7 unconnected molecules or ions with the total composition C43H87BF9N7O19PS7 in a non-equilibrium geometry.

Atoms and positions in Å:
C1 -8.15691 -1.95810 1.20403
C2 -7.82588 -1.87593 -0.38721
S1 -6.31856 -2.85827 -0.86647
C3 -5.32802 -1.72071 -1.92809
C4 -4.25070 -0.75345 -1.29257
N1 -3.62280 -1.05805 0.01263
C5 -4.52995 -0.93464 1.15381
C6 -2.47608 -1.87168 0.02266
N2 -1.46616 -1.94572 0.90894
B1 -1.48167 -0.99553 2.13165
O1 -0.97329 0.34573 1.85787
N3 -1.91360 -1.33817 3.50564
C7 -3.01265 -0.47248 4.03853
C8 -0.75041 -1.03526 4.45364
C9 -0.25174 -2.76877 0.85490
F1 0.09437 -3.06030 2.23480
F2 -0.36441 -4.06203 0.31144
C10 1.08230 -1.97194 0.33620
F3 0.78888 -0.86099 -0.48283
F4 1.73596 -1.40993 1.49605
C11 2.20138 -2.96967 -0.27600
F5 1.82115 -3.61071 -1.47062
F6 2.46707 -3.95797 0.73326
C12 3.62062 -2.25312 -0.55664
F7 4.39669 -2.06587 0.60595
F8 3.50983 -1.08124 -1.35685
F9 4.36134 -3.18261 -1.36449
N4 -2.30155 -2.68436 -1.22282
P1 -3.11371 -4.21346 -1.24370
N5 -2.07813 -5.33732 -1.78278
C13 -2.28528 -1.88236 -2.46936
C14 -0.78790 -1.80144 -3.05737
C15 -0.68714 -2.76105 -4.37160
N6 0.28263 -2.47767 -5.21658
C16 -3.04086 -0.43806 -2.36316
C17 -2.08905 0.76090 -1.88705
N7 -2.74712 1.86691 -1.13250
C18 -3.82019 -0.12425 -3.77081
C19 -2.95834 0.66632 -4.84720
C20 -2.21119 -0.14744 -5.97467
C21 -1.36231 0.56130 -7.09278
C22 -1.18720 2.11581 -7.13712
C23 -1.92597 2.92845 -6.04707
C24 -2.79741 2.21670 -4.94112
C25 -3.54040 3.18560 -3.91392
H1 -7.92831 -0.93476 1.68128
H2 -9.26137 -2.17669 1.41287
H3 -7.46509 -2.77507 1.64007
H4 -7.71017 -0.77718 -0.73595
H5 -8.76017 -2.27734 -0.93993
H6 -6.10775 -1.04549 -2.46198
H7 -4.95788 -2.40335 -2.78800
H8 -4.77044 0.27638 -1.16402
H9 -4.41483 -1.80876 1.89936
H10 -4.24373 0.03545 1.72928
H11 -5.64755 -0.76877 0.90949
H12 -1.70842 0.99839 1.87154
H13 -2.92601 -0.30989 5.17832
H14 -4.06912 -0.86338 3.83895
H15 -2.98233 0.59752 3.58415
H16 0.26403 -1.15082 3.93994
H17 -0.83210 0.08092 4.75468
H18 -0.86001 -1.65190 5.40560
H19 -3.52558 -4.53327 0.11431
H20 -4.25598 -4.31855 -2.13104
H21 -1.17383 -4.88015 -2.02882
H22 -2.87261 -2.48500 -3.26914
H23 -0.45040 -0.77621 -3.41521
H24 -0.10621 -2.30254 -2.29298
H25 -1.44082 -3.62608 -4.54129
H26 0.27066 -3.15509 -6.00258
H27 -1.44546 1.23719 -2.69931
H28 -1.32434 0.29879 -1.14423
H29 -3.69128 2.09374 -1.47241
H30 -2.90162 1.51929 -0.16353
H31 -4.79190 0.43831 -3.55062
H32 -4.14076 -1.10064 -4.30660
H33 -2.26455 -1.28569 -6.06700
H34 -0.83549 -0.02714 -7.92816
H35 -0.56843 2.67899 -7.90958
H36 -1.86573 4.08925 -6.02857
H37 -3.98825 4.09880 -4.43007
H38 -4.41830 2.58046 -3.45731
H39 -2.90211 3.53457 -3.03392
O2 -1.01987 6.15380 -6.82797
S2 -0.86629 6.95427 -8.01663
O3 0.14713 6.67046 -8.99710
O4 -0.75984 8.51054 -7.59245
C26 0.22220 8.88939 -6.62803
C27 1.60454 8.98043 -7.24758
C28 -2.43122 7.05786 -8.83883
H40 0.21495 8.20311 -5.77643
H41 -0.06713 9.87286 -6.25192
H42 1.96666 7.99375 -7.54553
H43 2.31813 9.40252 -6.53676
H44 1.58604 9.60214 -8.14596
H45 -3.19432 7.33233 -8.11141
H46 -2.65248 6.07845 -9.26373
H47 -2.36382 7.80136 -9.63251
O5 -3.56813 7.17053 0.86227
S3 -2.64817 7.75170 -0.08124
O6 -2.87563 7.68884 -1.50081
O7 -1.15868 7.20218 0.23102
C29 -0.95531 5.79246 0.29844
C30 -0.87745 5.17491 -1.08523
C31 -2.35913 9.43948 0.36970
H48 -1.73460 5.31628 0.90066
H49 -0.00648 5.63376 0.81535
H50 -1.84323 5.22850 -1.59315
H51 -0.58578 4.12419 -1.02269
H52 -0.15545 5.70887 -1.70795
H53 -2.12581 9.48545 1.43274
H54 -3.26853 10.00303 0.16022
H55 -1.53461 9.82778 -0.22757
O8 0.09557 0.74312 8.65287
S4 -1.16787 1.41721 8.50955
O9 -1.90024 1.40582 7.26713
O10 -1.00905 2.94675 9.00504
C32 0.02761 3.74584 8.43388
C33 -0.35540 4.24971 7.05435
C34 -2.24858 0.87875 9.80473
H56 0.97174 3.19539 8.40595
H57 0.17221 4.59946 9.09887
H58 -0.41123 3.42672 6.33770
H59 0.38147 4.96786 6.68846
H60 -1.33860 4.72669 7.07512
H61 -1.71927 0.94308 10.75465
H62 -2.52869 -0.15486 9.60019
H63 -3.13608 1.51106 9.80929
O11 7.90797 -7.35209 -1.76655
S5 8.79908 -6.56826 -2.58129
O12 9.83450 -5.75140 -2.00550
O13 7.92326 -5.66105 -3.59464
C35 6.90553 -4.82405 -3.05045
C36 7.48801 -3.55969 -2.44624
C37 9.52720 -7.62183 -3.80385
H64 6.30353 -5.37084 -2.31881
H65 6.24303 -4.55429 -3.87570
H66 8.07784 -3.78656 -1.55503
H67 6.69322 -2.86861 -2.15907
H68 8.15396 -3.06204 -3.15549
H69 8.73897 -8.19925 -4.28596
H70 10.22592 -8.28886 -3.29854
H71 10.05858 -7.00586 -4.52882
O14 2.30638 2.92032 12.56514
S6 3.23487 3.49044 11.62418
O15 3.00913 3.43212 10.20345
O16 4.71691 2.92605 11.93865
C38 4.90833 1.51308 12.00620
C39 4.98369 0.89485 10.62232
C40 3.54144 5.17478 12.07713
H72 4.12428 1.04344 12.60682
H73 5.85480 1.34680 12.52475
H74 4.01942 0.95609 10.11226
H75 5.26687 -0.15795 10.68575
H76 5.71139 1.42308 10.00134
H77 3.77309 5.21725 13.14065
H78 2.63870 5.74851 11.86636
H79 4.37140 5.55458 11.48187
O17 4.87261 -11.00734 -3.20814
S7 4.27029 -9.76187 -3.60505
O18 5.06196 -8.62242 -3.98781
O19 3.21320 -9.30296 -2.46931
C41 3.66190 -9.21087 -1.11735
C42 4.44921 -7.93621 -0.87868
C43 3.08973 -10.08311 -4.88557
H80 4.24564 -10.09333 -0.84079
H81 2.76953 -9.20450 -0.48766
H82 5.39868 -7.95506 -1.41895
H83 4.66727 -7.81070 0.18412
H84 3.89265 -7.06468 -1.23393
H85 2.44737 -10.90608 -4.57457
H86 3.63870 -10.35542 -5.78720
H87 2.50724 -9.17947 -5.06301

Output
Kohn-Sham gap	6.20	eV
HOMO	-10.361	eV
total charge	+1
electronic energy	-205585.756	eV
E_LUMO	-4.156	eV


Record 3
The following is a DFT calculation (ωB97M-V with the def2-TZVPD basis set) of a single C18H17ClN4O4 molecule in a non-equilibrium geometry.

Atoms and positions in Å:
C1 -8.73732 -1.40953 1.25564
H1 -9.12327 -0.40242 1.05884
O1 -7.38610 -1.51793 0.88649
C2 -7.16413 -1.27450 -0.47967
C3 -5.65903 -1.23414 -0.72244
H2 -5.43767 -1.46417 -1.77238
H3 -5.18553 -1.97534 -0.06921
O2 -5.21549 0.07200 -0.40657
C4 -3.89991 0.33446 -0.36848
C5 -3.48561 1.59094 -0.00160
C6 -2.08365 1.97032 0.07657
O3 -1.66454 3.02155 0.49074
N1 -1.22603 0.93189 -0.35041
N2 -1.61580 -0.29118 -0.67499
C7 -2.86706 -0.59775 -0.69151
H4 -3.08216 -1.61316 -0.98158
C8 0.16973 1.13630 -0.40692
N3 0.59638 2.33347 -0.79101
C9 1.89833 2.50412 -0.82516
N4 2.82225 1.61008 -0.52860
C10 2.39854 0.40323 -0.16937
C11 1.03114 0.10126 -0.09080
H5 0.68387 -0.87396 0.19938
O4 3.25482 -0.57849 0.10434
C12 4.62428 -0.36403 0.17784
C13 5.43089 -1.39801 -0.28275
C14 6.80332 -1.29514 -0.18060
C15 7.39625 -0.16809 0.37940
C16 6.57397 0.84989 0.84100
C17 5.19580 0.76138 0.74961
H6 4.57341 1.56051 1.11711
H7 7.01346 1.73063 1.28591
C18 8.88809 -0.07035 0.47652
H8 9.29000 -0.92115 1.02484
H9 9.18678 0.84344 0.98304
H10 9.33247 -0.07690 -0.51808
H11 7.42615 -2.10057 -0.54163
H12 4.96805 -2.27177 -0.71450
H13 2.25377 3.47749 -1.13397
Cl1 -4.62062 2.79873 0.42373
H14 -7.59969 -0.31031 -0.77846
H15 -7.61894 -2.07160 -1.08903
H16 -9.35635 -2.13724 0.71596
H17 -8.78285 -1.61392 2.32276

Output
SMILES	COCCOc1cnn(-c2cc(Oc3ccc(C)cc3)ncn2)c(=O)c1Cl
relative energy (zero: lowest compared OMol25 entry of this formula, charge and spin)	3.723	eV
Kohn-Sham gap	8.43	eV
HOMO	-8.634	eV
total charge	0
electronic energy	-45613.087	eV
E_LUMO	-0.200	eV


Record 4
The following is a DFT calculation (ωB97M-V with the def2-TZVPD basis set) of 2 unconnected molecules or ions with the total composition C3H10NOP in a non-equilibrium geometry.

Atoms and positions in Å:
C1 -1.68349 -1.29473 1.01787
C2 -0.39845 -1.24964 -1.06318
C3 2.78326 1.90096 0.03715
N1 -1.31280 -0.58260 -0.17422
O1 -2.79283 1.37212 0.49587
P1 -1.89848 0.92851 -0.56476
H1 -2.30257 -2.16247 0.77425
H2 -0.79620 -1.63419 1.55803
H3 -2.25441 -0.61772 1.65433
H4 -0.27493 -0.64181 -1.95617
H5 0.57684 -1.38100 -0.58466
H6 -0.78284 -2.23312 -1.34724
H7 2.47147 2.04976 -0.98765
H8 1.99224 2.21262 0.70646
H9 3.67554 2.48149 0.23390
H10 2.99764 0.85181 0.20002

Output
SMILES	CN(C)P=O.C
relative energy (zero: lowest compared OMol25 entry of this formula, charge and spin)	0.370	eV
Kohn-Sham gap	10.30	eV
HOMO	-9.799	eV
total charge	0
electronic energy	-16100.137	eV
E_LUMO	0.496	eV


Which of these has the highest electronic energy?
C3H10NOP